Record 1
Here is 2 unconnected molecules or ions with the total composition C9H8N3O2 from the Open Molecules 2025 dataset. Energies are from ωB97M-V with the def2-TZVPD basis set.

Geometry (Å):
C -2.994 -0.242 1.098
C -2.098 -1.274 0.983
C -2.933 0.835 0.180
C -1.122 -1.205 -0.043
C -1.973 0.848 -0.809
C 1.927 0.307 -0.425
C 3.421 0.261 -0.549
C 2.647 0.540 1.668
C -0.177 -0.200 -1.941
N 1.451 0.352 0.710
N -1.157 -0.239 -0.997
N 3.733 0.481 0.807
O 4.099 0.018 -1.479
O 2.582 0.784 2.799
H -3.806 -0.377 1.815
H -2.237 -2.256 1.503
H -3.812 1.619 0.184
H -0.550 -2.018 -0.152
H -1.733 1.560 -1.644
H 0.356 -1.111 -2.148
H -0.258 0.555 -2.807
H 4.634 0.762 1.246

Gap between HOMO and LUMO (alpha / beta)   7.090 / 7.570 eV
Calculated total energy   -18016.9145 eV
Total charge   +1

Here are the natural (NBO) charges for atoms 1 to 8, given in e:
1. C -0.109
2. C -0.207
3. C -0.213
4. C 0.116
5. C 0.060
6. C 0.253
7. C 0.589
8. C 0.795

***

Record 2
Here is C9H8N4O3S2 in the gas phase from the Open Molecules 2025 dataset. Energies are from ωB97M-V with the def2-TZVPD basis set.

Geometry (Å):
O 0.955 -2.426 2.524
O 2.637 -0.756 2.597
S -5.028 3.278 1.920
C -4.060 2.533 0.882
N -3.202 1.917 0.222
N -2.348 -0.449 -1.499
N -0.502 -1.743 -0.795
O -1.665 -1.698 -1.657
C -1.080 1.754 1.238
C 0.001 0.936 1.600
C -1.969 1.367 0.208
C 0.277 -0.240 0.956
C -1.666 0.163 -0.512
C -0.578 -0.625 -0.113
N 2.413 -2.185 0.434
C 3.203 -3.334 0.868
C 3.030 -1.325 -0.504
S 1.536 -1.297 1.749
H -1.100 2.698 1.769
H 0.610 1.151 2.472
H 4.219 -3.044 1.266
H 2.801 -4.006 1.543
H 3.465 -3.979 0.052
H 3.401 -1.781 -1.403
H 2.332 -0.450 -0.832
H 3.851 -0.911 0.048

Gap between HOMO and LUMO   6.779 eV
Calculated total energy   -43229.4048 eV
Total charge   0

Here are the natural (NBO) charges for atoms 1 to 8, given in e:
1. O -0.907
2. O -0.893
3. S 0.079
4. C 0.288
5. N -0.473
6. N -0.023
7. N -0.006
8. O -0.140

***

Record 3
Here is C9H8O in the gas phase from the Open Molecules 2025 dataset. Energies are from ωB97M-V with the def2-TZVPD basis set.

Geometry (Å):
C 2.278 -0.858 1.211
C 1.502 -1.696 0.382
C 1.765 0.385 1.565
C 0.293 -1.162 -0.132
C 0.606 0.913 1.080
C -0.159 0.091 0.262
C -2.096 0.588 -1.572
C -2.001 1.773 -0.700
C -1.364 0.533 -0.333
O -2.664 1.279 0.476
H 3.347 -0.978 1.346
H 1.988 -2.655 0.049
H 2.493 0.915 2.185
H -0.460 -1.612 -0.744
H 0.176 1.890 1.464
H -3.146 0.073 -1.626
H -1.474 0.614 -2.538
H -1.643 2.799 -0.574

Structure (SMILES)   c1ccc([C@]23C[C@H]2O3)cc1
Gap between HOMO and LUMO (alpha / beta)   9.021 / 9.021 eV
Calculated total energy   -11505.7558 eV
Total charge   0

Here are the natural (NBO) charges for atoms 1 to 8, given in e:
1. C -0.206
2. C -0.200
3. C -0.213
4. C -0.187
5. C -0.166
6. C -0.096
7. C -0.422
8. C 0.028

***

Record 4
Here is 2 unconnected molecules or ions with the total composition C9H8OSe from the Open Molecules 2025 dataset. Energies are from ωB97M-V with the def2-TZVPD basis set.

Geometry (Å):
C -0.759 1.527 -0.791
C 0.477 1.359 -1.391
C -1.480 0.506 -0.225
C 1.053 0.144 -1.463
C -0.845 -0.731 -0.199
C 0.185 -1.036 -1.123
C -1.024 -1.767 0.616
C 0.509 -2.251 -1.575
C -0.069 0.533 2.836
O -1.003 -2.715 1.252
Se 1.501 -0.078 2.280
H -1.267 2.458 -0.919
H 0.901 2.338 -1.735
H -2.488 0.514 0.135
H 1.968 -0.293 -1.965
H -0.071 -3.214 -1.366
H 1.331 -2.419 -2.327
H -0.430 1.576 2.689
H -0.868 -0.089 3.276

Structure (SMILES)   C=c1ccccc1=C=O.C=[Se]
Gap between HOMO and LUMO   6.622 eV
Calculated total energy   -76851.8217 eV
Total charge   0

Here are the natural (NBO) charges for atoms 1 to 8, given in e:
1. C -0.256
2. C -0.207
3. C -0.149
4. C -0.191
5. C -0.425
6. C -0.029
7. C 0.819
8. C -0.446

***

Record 5
Here is C9H8S in the gas phase from the Open Molecules 2025 dataset. Energies are from ωB97M-V with the def2-TZVPD basis set.

Geometry (Å):
C 2.393 0.542 0.094
C 2.363 -0.843 0.125
C 1.225 1.280 0.016
C 1.150 -1.517 0.063
C -1.241 1.428 -0.041
C -2.553 1.130 0.041
C -1.460 -1.390 -0.142
C -0.012 0.635 -0.035
C 0.008 -0.767 -0.034
S -3.387 -0.415 0.080
H 3.343 1.054 0.139
H 3.283 -1.403 0.199
H 1.273 2.360 0.002
H 1.107 -2.596 0.081
H -1.035 2.494 -0.059
H -3.256 1.949 0.083
H -1.618 -1.725 -1.164
H -1.582 -2.216 0.553

Structure (SMILES)   C1=Cc2ccccc2CS1
Gap between HOMO and LUMO   8.120 eV
Calculated total energy   -20296.3396 eV
Total charge   0

Here are the natural (NBO) charges for atoms 1 to 8, given in e:
1. C -0.218
2. C -0.199
3. C -0.171
4. C -0.254
5. C -0.264
6. C -0.322
7. C -0.419
8. C -0.103

***

Record 6
Here is a molecular structure, C9H9AuF3I2LuO7S2 from the Open Molecules 2025 dataset. Energies are from ωB97M-V with the def2-TZVPD basis set.

Geometry (Å):
I 0.616 1.223 -3.069
I -2.707 -2.950 0.592
Lu -1.345 -0.575 0.311
Au 1.147 1.427 -0.382
S 0.794 -0.779 -1.323
C 2.343 2.077 1.002
C 0.050 2.950 0.297
C 2.172 -1.881 -0.630
C 1.658 -3.302 -0.792
C 2.468 -1.547 0.819
C 3.338 -1.590 -1.568
C -2.710 0.914 1.995
C -0.468 -0.636 2.493
O -0.180 4.061 0.429
O 3.119 2.329 1.811
O -3.175 1.204 3.012
O -0.055 -0.842 3.544
H 2.472 -3.982 -0.522
H 1.379 -3.507 -1.832
H 0.811 -3.520 -0.127
H 3.520 -1.791 1.023
H 1.849 -2.136 1.511
H 2.326 -0.486 1.055
H 4.159 -2.268 -1.313
H 3.703 -0.562 -1.464
H 3.055 -1.783 -2.610
F -5.343 3.297 -0.164
C -4.686 2.213 -0.638
F -5.073 1.112 0.063
F -4.998 2.047 -1.944
S -2.838 2.374 -0.417
O -2.335 3.189 -1.482
O -2.620 2.804 0.958
O -2.446 0.915 -0.636

Multiplicity   3
Gap between HOMO and LUMO (alpha / beta)   5.481 / 4.752 eV
Calculated total energy   -107097.1056 eV
Total charge   +4

Here are the natural (NBO) charges for atoms 1 to 8, given in e:
1. I 0.785
2. I 0.547
3. Lu 1.460
4. Au 0.861
5. S -0.156
6. C 0.432
7. C 0.402
8. C 0.004

***

Record 7
Here is C9H9Cl2N3O in the gas phase from the Open Molecules 2025 dataset. Energies are from ωB97M-V with the def2-TZVPD basis set.

Geometry (Å):
C -3.215 1.686 0.819
C -3.268 0.980 -0.388
C -2.187 1.285 1.663
C -1.046 0.017 -0.125
C -2.265 0.233 -0.881
C -1.067 0.455 1.186
C 2.203 -1.124 0.205
C 2.341 0.283 -0.190
C 0.171 -0.484 -0.845
N 1.171 0.551 -1.089
N 0.952 -1.535 -0.107
N 3.254 -1.864 0.516
O 1.634 0.521 -2.382
Cl -2.303 -0.357 -2.490
Cl 0.271 0.301 2.257
H -4.139 2.244 1.179
H -4.078 1.290 -1.005
H -2.120 1.547 2.671
H 2.543 1.159 0.472
H 3.356 0.331 -0.708
H -0.128 -0.867 -1.913
H 0.570 -2.456 0.334
H 4.132 -1.342 0.399
H 3.216 -2.854 0.421

Gap between HOMO and LUMO   5.774 eV
Calculated total energy   -41036.6209 eV
Total charge   0

Here are the natural (NBO) charges for atoms 1 to 8, given in e:
1. C -0.189
2. C -0.229
3. C -0.203
4. C -0.081
5. C -0.024
6. C -0.034
7. C 0.553
8. C -0.357

***

Record 8
Here is a gas-phase ion, C9H9Cl2N4 (charge +1) from the Open Molecules 2025 dataset. Energies are from ωB97M-V with the def2-TZVPD basis set.

Geometry (Å):
C 2.311 2.629 0.165
C 2.883 0.675 1.149
C 1.053 0.841 -0.187
C -2.854 -0.865 -0.149
C -1.795 -1.670 -0.155
C -1.724 1.380 0.116
C -2.780 0.605 0.183
C -0.414 -1.172 -0.025
C -0.115 0.149 -0.749
N 3.082 1.956 0.947
N 1.298 2.126 -0.452
N 1.795 0.034 0.655
N 0.606 -2.104 -0.526
Cl -4.414 1.164 0.767
Cl -0.429 -0.032 -2.391
H 2.649 3.601 0.147
H 3.484 0.100 1.766
H -3.865 -1.151 -0.259
H -1.882 -2.688 -0.406
H -1.304 2.423 0.295
H 0.037 -0.946 0.993
H 0.502 -3.075 -0.230
H 1.469 -1.673 -0.127
H 0.407 -2.309 -1.527

Gap between HOMO and LUMO   8.870 eV
Calculated total energy   -40473.4334 eV
Total charge   +1

Here are the natural (NBO) charges for atoms 1 to 8, given in e:
1. C 0.320
2. C 0.333
3. C 0.370
4. C -0.144
5. C -0.220
6. C -0.073
7. C -0.103
8. C -0.158

***

Record 9
Here is C9H9ClIN in the gas phase from the Open Molecules 2025 dataset. Energies are from ωB97M-V with the def2-TZVPD basis set.

Geometry (Å):
C -0.873 -2.304 0.214
C 0.321 -2.133 -0.386
C -1.857 -1.259 0.523
C -2.686 -0.643 -0.306
C 0.636 0.171 -0.117
C 0.946 3.420 1.175
C 0.290 1.181 0.450
C 0.029 2.502 1.018
C 2.115 -0.858 -1.552
N 0.928 -0.955 -0.714
Cl -1.848 -0.732 2.207
I -3.942 0.956 0.233
H -1.369 -3.304 0.398
H 0.934 -3.002 -0.439
H 0.798 4.304 1.662
H 2.018 3.035 1.213
H -2.575 -0.778 -1.419
H -1.073 2.723 1.253
H 2.334 0.221 -1.617
H 3.017 -1.325 -1.277
H 1.857 -1.222 -2.519

Structure (SMILES)   C=CC#CN(C)/C=C\C(Cl)=C\I
Gap between HOMO and LUMO   8.366 eV
Calculated total energy   -31587.2704 eV
Total charge   0

Here are the natural (NBO) charges for atoms 1 to 8, given in e:
1. C -0.326
2. C 0.048
3. C -0.066
4. C -0.374
5. C 0.169
6. C -0.378
7. C -0.076
8. C -0.234

***

Record 10
Here is 3 unconnected molecules or ions with the total composition C9H9F3O9 from the Open Molecules 2025 dataset. Energies are from ωB97M-V with the def2-TZVPD basis set.

Geometry (Å):
C 3.521 -0.596 11.178
C 4.589 -1.458 10.576
O 4.139 -1.611 9.244
C 3.069 -1.061 8.978
O 2.630 -1.032 7.845
O 2.625 -0.305 10.079
F 4.577 -2.645 11.261
H 3.954 0.386 11.368
H 3.102 -0.856 12.150
H 5.572 -0.989 10.634
C 0.165 -8.200 9.202
C -0.897 -7.208 8.790
O -1.435 -6.976 10.045
C -1.147 -7.913 10.924
O -1.736 -8.064 11.962
O -0.127 -8.643 10.518
F -1.787 -7.908 7.957
H 1.204 -7.940 8.999
H 0.163 -9.119 8.615
H -0.508 -6.386 8.188
C -10.133 -10.295 4.172
C -9.326 -9.845 5.320
O -10.133 -10.140 6.362
C -11.371 -10.415 6.000
O -12.248 -10.928 6.613
O -11.399 -10.410 4.752
F -8.972 -8.509 5.255
H -9.663 -11.243 3.912
H -10.203 -9.586 3.347
H -8.381 -10.380 5.412

Structure (SMILES)   O=C1OC[C@@H](F)O1.O=C1OC[C@@H](F)O1.O=C1OC[C@@H](F)O1
Gap between HOMO and LUMO   11.482 eV
Calculated total energy   -36056.9663 eV
Total charge   0

Here are the natural (NBO) charges for atoms 1 to 8, given in e:
1. C -0.145
2. C 0.438
3. O -0.461
4. C 0.970
5. O -0.576
6. O -0.490
7. F -0.332
8. H 0.193

***

Record 11
Here is 2 unconnected molecules or ions with the total composition C9H9F4NO2 from the Open Molecules 2025 dataset. Energies are from ωB97M-V with the def2-TZVPD basis set.

Geometry (Å):
F 2.264 0.243 2.266
C 1.100 0.759 1.832
C 1.090 1.879 1.072
F 2.240 2.491 0.738
C -0.134 2.497 0.573
O -0.147 3.524 -0.097
C -1.339 1.759 0.935
F -2.498 2.257 0.472
C -1.323 0.639 1.695
F -2.472 0.008 1.999
C -0.103 0.031 2.191
O -0.087 -1.035 2.852
C -1.067 -3.611 0.731
N 0.164 -3.041 0.233
C 1.382 -3.489 0.869
C 0.231 -2.798 -1.189
H -1.899 -3.024 0.306
H -1.195 -4.682 0.433
H -1.047 -3.516 1.833
H 2.192 -2.816 0.542
H 1.229 -3.403 1.958
H 1.650 -4.538 0.596
H 1.122 -2.169 -1.373
H 0.310 -3.739 -1.784
H -0.695 -2.267 -1.474

Structure (SMILES)   O=C1C(F)=C(F)C(=O)C(F)=C1F.CN(C)C
Gap between HOMO and LUMO   5.360 eV
Calculated total energy   -25930.9005 eV
Total charge   0

Here are the natural (NBO) charges for atoms 1 to 8, given in e:
1. F -0.280
2. C 0.330
3. C 0.269
4. F -0.272
5. C 0.394
6. O -0.421
7. C 0.284
8. F -0.271

***

Record 12
Here is a molecular structure, C9H9I2NO4RhSSeSm from the Open Molecules 2025 dataset. Energies are from ωB97M-V with the def2-TZVPD basis set.

Geometry (Å):
I 0.343 1.655 3.607
I -2.090 -3.027 -1.368
Rh -0.440 -0.918 -0.976
Sm 0.356 0.696 0.971
S -1.986 0.148 0.724
C 0.202 2.730 0.210
C 2.407 1.134 0.742
C -3.176 1.437 0.205
C -4.420 0.593 -0.020
C -2.811 2.219 -1.058
C -3.336 2.366 1.415
C 1.034 -1.640 -1.840
C -0.902 0.039 -2.489
O 3.566 1.288 0.737
O 0.083 3.826 -0.155
O 1.914 -2.119 -2.405
O -1.228 0.497 -3.494
H -5.239 1.240 -0.343
H -4.719 0.081 0.903
H -4.247 -0.169 -0.793
H -3.156 3.255 -0.945
H -3.324 1.789 -1.932
H -1.738 2.248 -1.256
H -4.127 3.092 1.198
H -2.412 2.915 1.644
H -3.618 1.795 2.310
Se 4.234 -2.668 0.432
C 2.766 -1.756 0.276
N 1.764 -1.119 0.221

Multiplicity   10
Gap between HOMO and LUMO (alpha / beta)   6.914 / 5.265 eV
Calculated total energy   -132400.7938 eV
Total charge   +4

Here are the Mulliken charges for atoms 1 to 8, given in e:
1. I 0.538
2. I 0.659
3. Rh 0.177
4. Sm 1.186
5. S -0.189
6. C 0.353
7. C 0.174
8. C 1.572